C33H30FeGeN2OPSe | wB97M-V/def2-TZVPD

Cartesian coordinates (Å):
Fe (1.37920, -1.18596, -0.74938)
N (3.41174, -0.56010, -1.13675)
C (3.81631, 0.51149, -0.22050)
C (5.18162, 0.69060, -0.02593)
C (5.64722, 1.72453, 0.77536)
C (4.74888, 2.64295, 1.28890)
C (3.39042, 2.51656, 1.04138)
C (2.90278, 1.40442, 0.32549)
P (1.12601, 1.12426, 0.24251)
C (0.39443, 2.74974, -0.28540)
C (0.32857, 2.95329, -1.66255)
C (-0.11635, 4.17188, -2.17104)
C (-0.51929, 5.20819, -1.30270)
C (-0.48314, 4.95754, 0.07080)
C (0.00529, 3.75975, 0.56630)
C (0.50492, 0.78579, 1.91317)
C (1.26256, -0.03971, 2.93788)
C (0.56432, -0.15377, 4.27434)
C (-0.68214, 0.34135, 4.51875)
C (-1.41967, 0.91005, 3.45794)
C (-0.76180, 1.13835, 2.23811)
H (3.39600, -0.14013, -2.05077)
H (4.15763, -1.24987, -1.14049)
H (5.91121, 0.02423, -0.46391)
H (6.68507, 1.86027, 0.98932)
H (5.09389, 3.49008, 1.86741)
H (2.71971, 3.28555, 1.41361)
H (0.55781, 2.14202, -2.35377)
H (-0.16057, 4.30816, -3.23442)
H (-0.87021, 6.16141, -1.67661)
H (-0.77891, 5.72747, 0.74695)
H (-0.01553, 3.60592, 1.62425)
H (2.26595, 0.44685, 3.13041)
H (1.09320, -0.62874, 5.08434)
H (-1.10521, 0.25327, 5.49919)
H (-2.45993, 1.14758, 3.51653)
H (-1.34099, 1.65476, 1.49660)
C (2.24065, -2.36056, 3.54652)
C (1.75299, -1.39069, 2.49094)
O (1.77003, -1.72282, 1.30101)
H (1.40108, -2.97794, 3.88307)
H (2.62527, -1.87752, 4.44147)
H (2.96262, -3.02922, 3.07672)
Ge (-2.05451, -1.80308, -0.88292)
C (-3.06584, -3.41811, -1.22705)
C (-2.92294, -4.43691, -0.28189)
C (-3.08987, -5.77053, -0.66027)
C (-3.48142, -6.09628, -1.94100)
C (-3.73425, -5.07670, -2.85795)
C (-3.54274, -3.74511, -2.50362)
C (-2.35079, -0.06917, -1.84094)
C (-3.04596, 0.91226, -1.15018)
C (-3.31555, 2.13920, -1.71896)
C (-2.94271, 2.38648, -3.03900)
C (-2.25392, 1.42655, -3.74400)
C (-1.97397, 0.20096, -3.13853)
H (-1.65357, -1.60009, 0.60702)
H (-2.58884, -4.21420, 0.74574)
H (-2.92348, -6.53250, 0.07712)
H (-3.58408, -7.13206, -2.21341)
H (-4.07618, -5.31046, -3.85809)
H (-3.71077, -2.96724, -3.25058)
H (-3.35823, 0.72964, -0.12868)
H (-3.76984, 2.91967, -1.09534)
H (-3.18258, 3.33199, -3.47608)
H (-1.92787, 1.63884, -4.73855)
H (-1.44799, -0.57177, -3.72390)
Se (0.35398, -2.72347, -2.26835)
C (0.52818, -3.94708, -0.93756)
N (0.53209, -4.65210, -0.03811)

Forces on atoms 1 to 2 (eV/Å):
0.7 0.8 1.4
-0.4 0.1 0.8

Computed properties:
**Net charge**: +2
**Spin multiplicity**: 6
**Total energy**: -7543.0887 hartree
**Orbital gap (spin up / spin down)**: 6.39 / 7.51 eV
**<S²>**: 8.800


C33H30GeIN6O4PtS | wB97M-V/def2-TZVPD

Cartesian coordinates (Å):
Pt (0.11764, -0.07293, -0.06250)
N (1.11313, -4.06421, 1.38442)
C (2.06173, -4.26441, 0.38699)
C (2.76328, -5.36410, -0.00182)
C (3.61882, -5.17669, -1.11093)
C (3.76597, -3.92081, -1.77378)
C (3.06091, -2.82773, -1.38090)
C (2.16050, -2.99480, -0.28171)
N (1.30204, -2.12804, 0.27867)
C (0.68497, -2.80340, 1.28251)
C (-0.34617, -2.16327, 2.06531)
C (-1.11885, -2.68810, 3.06314)
S (-2.30667, -1.57792, 3.54331)
C (-1.72788, -0.46096, 2.40147)
N (-0.69608, -0.86786, 1.70662)
H (0.76617, -4.77106, 2.01928)
H (2.67816, -6.33166, 0.47598)
H (4.18798, -6.02470, -1.47431)
H (4.45661, -3.86352, -2.60447)
H (3.17206, -1.85938, -1.84587)
H (-1.06849, -3.66910, 3.51446)
H (-2.19376, 0.50498, 2.25432)
O (-2.69672, -0.99986, -0.82313)
N (-1.95606, -0.14332, -0.86152)
N (-2.44319, 3.13953, -0.54636)
C (-1.36868, 3.30124, 0.21438)
O (-0.51842, 2.39879, 0.38750)
C (-1.16014, 4.63206, 0.88383)
I (-2.76914, 5.17378, 2.16237)
H (-2.55343, 2.30982, -1.10869)
H (-3.12099, 3.88059, -0.65069)
H (-1.03227, 5.42177, 0.14565)
H (-0.27068, 4.56364, 1.49876)
C (2.29351, 2.95333, -0.32870)
Ge (2.06688, 1.30194, 0.68683)
C (1.69399, 2.14433, 2.51146)
C (2.78063, 2.96102, 2.97858)
C (2.63895, 3.81905, 4.02493)
C (1.39415, 3.87781, 4.71133)
C (0.31122, 3.05262, 4.31318)
C (0.47365, 2.20392, 3.26178)
C (3.84827, 0.51771, 1.19967)
C (4.97064, 0.87679, 0.41885)
C (6.25993, 0.52977, 0.76951)
C (6.49058, -0.20107, 1.93995)
C (5.40913, -0.60144, 2.74970)
C (5.64192, -1.31105, 3.93572)
C (4.57788, -1.69109, 4.76296)
C (3.28197, -1.37048, 4.39847)
C (3.03454, -0.66401, 3.22057)
C (4.07841, -0.25176, 2.37245)
H (2.05449, 3.81054, 0.29845)
H (1.61276, 2.95847, -1.17747)
H (3.31226, 3.05443, -0.69816)
H (3.72802, 2.92090, 2.45057)
H (3.44698, 4.46248, 4.34890)
H (1.27831, 4.55053, 5.55342)
H (-0.62507, 3.12581, 4.85098)
H (-0.34594, 1.58470, 2.93425)
H (4.82072, 1.44587, -0.48627)
H (7.09483, 0.83119, 0.15042)
H (7.50268, -0.45510, 2.23371)
H (6.65817, -1.55841, 4.22024)
H (4.77637, -2.22327, 5.68418)
H (2.45892, -1.65366, 5.04215)
H (2.00932, -0.41646, 2.96072)
O (-1.33483, 0.25823, -2.94181)
C (-0.14894, 0.45318, -3.02858)
C (0.64147, 0.74988, -4.27694)
C (2.08157, 0.89069, -3.79242)
C (2.00746, 0.59101, -2.32033)
O (2.95892, 0.50907, -1.54509)
N (0.72532, 0.40543, -1.92006)
H (0.23729, 1.64213, -4.75368)
H (0.49480, -0.07382, -4.97593)
H (2.48624, 1.89655, -3.91769)
H (2.78415, 0.21056, -4.27332)

Forces on atoms 1 to 2 (eV/Å):
0.6 0.7 -0.1
0.0 0.0 0.0

Computed properties:
**Net charge**: +4
**Spin multiplicity**: 6
**Total energy**: -4795.5992 hartree
**Orbital gap (spin up / spin down)**: 6.77 / 3.91 eV
**<S²>**: 8.833


C33H30N6O3Ti | wB97M-V/def2-TZVPD

Cartesian coordinates (Å):
Ti (-0.03509, -0.04043, -0.12210)
C (0.40322, 2.34227, 1.70751)
N (-0.75922, 1.44395, 1.53412)
C (-1.10173, 0.78202, 2.81694)
C (-1.17242, -0.71667, 2.74297)
C (-1.79663, -1.42467, 3.75272)
C (-1.69677, -2.80462, 3.76543)
C (-0.95989, -3.42745, 2.76989)
C (-0.40403, -2.65200, 1.77701)
N (-0.51595, -1.31481, 1.74227)
C (-1.93130, 2.15800, 0.98044)
C (-2.77342, 1.23286, 0.14533)
C (-4.07134, 1.55557, -0.19335)
C (-4.79064, 0.69084, -1.00149)
C (-4.19602, -0.48600, -1.42959)
C (-2.89911, -0.74813, -1.05133)
N (-2.19079, 0.10121, -0.28393)
C (1.63999, 1.49610, 1.83905)
C (2.73519, 1.88326, 2.58861)
C (3.81791, 1.02824, 2.68580)
C (3.76598, -0.20634, 2.04915)
C (2.65169, -0.51990, 1.31035)
N (1.60879, 0.32028, 1.18925)
H (0.28868, 2.98084, 2.58547)
H (0.48124, 2.99464, 0.83737)
H (-2.03613, 1.17877, 3.21232)
H (-0.33159, 1.02589, 3.55201)
H (-2.33886, -0.89592, 4.52659)
H (-2.17504, -3.38295, 4.54545)
H (-0.82818, -4.50026, 2.75164)
H (0.15331, -3.11480, 0.97861)
H (-1.58784, 2.98235, 0.36073)
H (-2.53575, 2.58456, 1.78208)
H (-4.51145, 2.47338, 0.17410)
H (-5.80695, 0.92934, -1.28766)
H (-4.72776, -1.19289, -2.04991)
H (-2.39370, -1.65538, -1.34918)
H (2.72751, 2.83887, 3.09660)
H (4.68823, 1.31118, 3.26404)
H (4.57989, -0.91388, 2.12267)
H (2.57699, -1.46766, 0.79118)
C (-1.51805, -5.43636, -1.06169)
O (-1.00642, -4.09966, -1.00210)
C (0.27939, -3.91469, -1.37656)
C (1.15671, -4.90503, -1.77929)
C (2.45726, -4.58299, -2.18616)
C (2.87957, -3.27659, -2.21268)
C (2.01197, -2.26229, -1.78253)
C (2.35427, -0.86793, -1.95124)
N (1.63440, 0.07768, -1.46621)
N (1.93321, 1.36178, -1.89471)
C (0.89770, 2.09341, -1.67135)
O (-0.17885, 1.55707, -1.07565)
C (0.85850, 3.51271, -2.03871)
C (-0.34936, 4.20710, -1.98720)
C (-0.39105, 5.55130, -2.32193)
C (0.77375, 6.20180, -2.70766)
C (1.97754, 5.50817, -2.76946)
C (2.02450, 4.16559, -2.43908)
C (0.73272, -2.58838, -1.33855)
O (-0.10043, -1.61037, -0.91808)
H (-2.55187, -5.37786, -0.74110)
H (-0.96463, -6.09762, -0.39316)
H (-1.47428, -5.82274, -2.08026)
H (0.83775, -5.93708, -1.79872)
H (3.12074, -5.37485, -2.50649)
H (3.86725, -3.01692, -2.57367)
H (3.19830, -0.59037, -2.57732)
H (-1.25876, 3.68210, -1.72492)
H (-1.32876, 6.09036, -2.29507)
H (0.74274, 7.25178, -2.96947)
H (2.87984, 6.01795, -3.08047)
H (2.95332, 3.61322, -2.48768)

Forces on atoms 1 to 2 (eV/Å):
0.0 0.4 0.9
0.0 0.0 0.0

Computed properties:
**Net charge**: +2
**Total energy**: -2678.9339 hartree
**Orbital gap**: 7.39 eV


C33H31BN21ORe | wB97M-V/def2-TZVPD

Cartesian coordinates (Å):
Re (0.51599, -1.44570, 0.85017)
C (3.74937, -1.25666, -2.01461)
C (2.89227, -0.64364, -1.10778)
N (2.14639, -1.56402, -0.51327)
N (2.50181, -2.76307, -0.99786)
C (3.47411, -2.60260, -1.90705)
B (1.77917, -4.07912, -0.60016)
N (0.27601, -3.87498, -0.89244)
C (-0.55132, -4.66726, -1.58271)
C (-1.76134, -4.01966, -1.71487)
C (-1.59445, -2.81157, -1.04975)
N (-0.36544, -2.74945, -0.55360)
N (1.91362, -4.24320, 0.92488)
C (2.44385, -5.16892, 1.74133)
C (2.24770, -4.76845, 3.04536)
C (1.56827, -3.55887, 2.94312)
N (1.37196, -3.26262, 1.66727)
N (2.28079, -5.17612, -1.50603)
C (3.05169, -6.28248, -1.37921)
C (3.24442, -6.81546, -2.62928)
C (2.54677, -5.95197, -3.48458)
N (1.98011, -4.98072, -2.80644)
H (4.45398, -0.78172, -2.66394)
H (2.79509, 0.39185, -0.84823)
H (3.91284, -3.43246, -2.42178)
H (-0.24048, -5.62712, -1.93439)
H (-2.62737, -4.37999, -2.22538)
H (-2.28086, -2.00366, -0.89585)
H (2.92028, -6.05625, 1.38447)
H (2.55590, -5.27218, 3.93597)
H (1.22066, -2.91397, 3.73011)
H (3.41946, -6.63382, -0.43699)
H (3.80381, -7.69270, -2.88575)
H (2.43895, -5.99931, -4.54943)
N (-0.26153, -0.33296, 4.11226)
C (-1.06999, -1.27382, 3.53632)
N (-2.04230, -1.93684, 4.14078)
N (-2.50522, -2.77123, 3.23006)
N (-1.87252, -2.66396, 2.13052)
N (-0.94661, -1.71054, 2.25673)
C (0.96864, -0.02766, 3.61247)
N (1.87685, 0.73300, 4.19922)
N (2.91078, 0.73451, 3.37572)
N (2.69317, 0.03254, 2.34284)
N (1.46028, -0.49506, 2.43010)
H (-0.48599, -0.02616, 5.04642)
C (1.16543, 7.96444, -0.07651)
C (0.17299, 6.84823, -0.19030)
C (-0.20049, 6.11238, 0.92897)
C (-1.16284, 5.12804, 0.84394)
C (-1.78426, 4.85621, -0.37191)
N (-2.77069, 3.86573, -0.40019)
C (-3.73361, 3.70937, -1.35363)
O (-3.92108, 4.44713, -2.29399)
N (-4.58252, 2.63070, -1.14479)
C (-4.39346, 1.42609, -0.48135)
C (-5.49929, 0.59997, -0.25753)
C (-5.31842, -0.63337, 0.33643)
C (-4.03129, -1.01885, 0.68310)
N (-2.98228, -0.24079, 0.48156)
C (-3.14433, 0.94006, -0.07917)
C (-1.39454, 5.55911, -1.50352)
C (-0.43070, 6.54330, -1.40199)
H (2.03714, 7.65600, 0.49760)
H (0.71198, 8.81087, 0.43986)
H (1.48510, 8.30245, -1.05907)
H (0.26303, 6.32581, 1.88035)
H (-1.44592, 4.56965, 1.72524)
H (-2.87649, 3.34681, 0.45941)
H (-5.40167, 2.66919, -1.73810)
H (-6.48425, 0.93145, -0.55246)
H (-6.15174, -1.29305, 0.51766)
H (-3.82296, -1.98469, 1.11935)
H (-2.23518, 1.49918, -0.24892)
H (-1.86374, 5.35747, -2.45013)
H (-0.13587, 7.08398, -2.28731)
N (0.05768, 0.19242, 0.18432)
C (0.40793, 1.36713, -0.27112)
C (1.06786, 2.29237, 0.58922)
C (1.61707, 3.44207, 0.08407)
C (1.48248, 3.76214, -1.26123)
C (0.74909, 2.92597, -2.09513)
C (0.21461, 1.75007, -1.62538)
H (1.14796, 2.05420, 1.63464)
H (2.17004, 4.09096, 0.74315)
H (1.92988, 4.66463, -1.64339)
H (0.60195, 3.20286, -3.12894)
H (-0.32420, 1.06842, -2.26751)

Forces on atoms 1 to 2 (eV/Å):
-2.2 5.5 -1.2
0.0 -0.1 0.0

Computed properties:
**Net charge**: 0
**Total energy**: -2604.5406 hartree
**Orbital gap (spin up / spin down)**: 6.82 / 6.82 eV


Record-wise relative energy (zero: lowest compared OMol25 entry of this formula, charge and spin) values, in kJ/mol: 1.7, 45.2, 19.6, 150.6